Density functional theory data (ωB97M-V with the def2-TZVPD basis set) for 2 unconnected molecules or ions with the total composition C2H3NO3 at a distorted geometry.

XYZ file:
```
9
Properties=species:S:1:pos:R:3:nbo_charge:R:1
C -4.26307 -0.05742 0.00632 1.0261
C 0.43260 -0.65484 -0.11730 -0.1522
N -0.40609 0.26910 0.02638 -0.1293
O -4.45032 1.04318 -0.24456 -0.5173
O -4.08082 -1.15880 0.25223 -0.5096
O 0.11611 1.53221 0.26274 -0.5645
H 0.02676 -1.63350 -0.30199 0.1945
H 1.50982 -0.52401 -0.06818 0.1734
H -0.65577 2.10868 0.36054 0.4789
```

Output
Structure (SMILES)   O=C=O.C=NO
Gap between HOMO and LUMO   10.96 eV
Energy above the lowest of the compared OMol25 structures with the same formula, charge and spin   208.5 kJ/mol

Density functional theory data (ωB97M-V with the def2-TZVPD basis set) for 7 unconnected molecules or ions with the total composition C17H35BCl12NO4P at a distorted geometry.

XYZ file:
```
71
Properties=species:S:1:pos:R:3:lowdin_charge:R:1
C 1.91071 -1.56041 4.17809 -0.1881
C 0.50100 -1.53208 3.34079 -0.2080
C 0.83566 -0.84275 1.85340 -0.2695
O -0.47259 -0.52104 1.26533 -0.2439
C -0.36485 0.33217 0.07412 -0.3730
P 1.34582 0.34950 -0.77164 0.9776
N 1.24943 -0.44955 -2.37437 -0.1322
C 1.87172 -1.66880 -2.26237 -0.1616
O 2.38156 -2.92541 -2.16262 -0.0307
B 1.73738 2.24996 -0.99713 -0.6406
O 2.71918 2.87758 -0.08918 0.0014
O 1.07077 3.10066 -2.00873 -0.0301
H 1.81248 -1.13970 5.27795 0.0556
H 2.76278 -0.93869 3.63305 0.0776
H 2.33051 -2.66628 4.29906 -0.0302
H -0.35658 -0.91256 3.89243 0.0398
H 0.12039 -2.63727 3.24305 0.1064
H 1.42927 -1.69601 1.26628 0.1225
H 1.50889 0.09290 2.10100 0.1208
H -1.12806 -0.11882 -0.72540 0.0861
H -0.73088 1.43787 0.29041 0.0415
H 3.43455 2.20520 0.12510 0.1028
H 1.72457 3.79969 -2.36226 0.1331
Cl -1.98254 1.73226 -2.55064 0.5993
C -1.80236 3.26198 -3.44491 -0.6487
C -2.66396 3.29976 -4.69717 -0.6477
Cl -2.09362 2.15901 -5.94130 0.5501
H -0.74189 3.39402 -3.68116 0.0595
H -2.10153 4.06368 -2.76361 0.0326
H -2.62786 4.29821 -5.14312 0.0721
H -3.70922 3.06469 -4.47440 0.0704
Cl -0.40235 -1.69454 7.29811 0.5536
C -1.72769 -0.56338 7.66720 -0.6607
C -2.55788 -0.23097 6.43748 -0.6485
Cl -1.65079 0.74858 5.25760 0.5703
H -1.29195 0.33551 8.11440 0.0692
H -2.35619 -1.04757 8.42017 0.0712
H -3.43442 0.35570 6.72832 0.0702
H -2.90739 -1.13562 5.93062 0.0740
Cl -0.44399 6.37300 -8.46047 0.5299
C -1.00765 4.69728 -8.67615 -0.6756
C 0.03117 3.82636 -9.36483 -0.6671
Cl 0.26776 4.28243 -11.07084 0.5321
H -1.94675 4.72477 -9.23755 0.0725
H -1.21950 4.30395 -7.67774 0.0233
H -0.29624 2.78240 -9.35897 0.0713
H 1.00100 3.88116 -8.86097 0.0703
Cl -0.65584 3.91311 1.01864 0.6227
C -1.98117 5.04427 1.38773 -0.6356
C -2.81136 5.37668 0.15801 -0.6513
Cl -1.90427 6.35622 -1.02187 0.5509
H -1.54544 5.94315 1.83492 0.0719
H -2.60967 4.56008 2.14069 0.0758
H -3.68790 5.96335 0.44884 0.0736
H -3.16088 4.47203 -0.34886 0.0646
Cl -1.56453 -7.37795 -1.59605 0.5318
C -0.33640 -6.10762 -1.82014 -0.6683
C 0.59784 -5.99529 -0.62577 -0.6645
Cl -0.22908 -5.35811 0.81805 0.5294
H -0.85575 -5.16430 -2.01574 0.0701
H 0.23419 -6.37369 -2.71459 0.0727
H 1.41273 -5.30221 -0.85527 0.0578
H 1.03780 -6.96294 -0.36588 0.0684
Cl 3.61732 -3.98064 3.01588 0.6038
C 4.13752 -5.55172 3.67418 -0.6395
C 2.97675 -6.34317 4.25570 -0.6565
Cl 2.33051 -5.59825 5.73958 0.5436
H 4.91374 -5.36562 4.42298 0.0714
H 4.58885 -6.10731 2.84712 0.0708
H 3.31147 -7.34899 4.52660 0.0719
H 2.15566 -6.43986 3.53882 0.0637
```

Output
Structure (SMILES)   CCCOCP(N=C=O)B(O)O.ClCCCl.ClCCCl.ClCCCl.ClCCCl.ClCCCl.ClCCCl
Gap between HOMO and LUMO   8.57 eV

Density functional theory data (ωB97M-V with the def2-TZVPD basis set) for a molecular structure, C18H15BrN3O8PdSSe.

XYZ file:
```
48
Properties=species:S:1:pos:R:3:nbo_charge:R:1
Pd -0.95838 1.02312 -0.42391 1.1821
O 1.19636 1.74090 6.11231 -0.7378
C 1.38217 2.63394 5.26776 0.7293
O 2.03342 3.69132 5.31757 -0.7396
C 0.76916 2.32787 3.87353 -0.0282
C 0.90048 3.22063 2.82115 -0.2139
C 0.37299 2.91493 1.57765 0.0586
N -0.25681 1.76183 1.37487 -0.4316
C -0.40791 0.88494 2.37883 0.0459
C 0.08103 1.13890 3.63884 -0.1801
C -1.10865 -0.39210 2.01985 0.7617
O -1.36903 -1.26217 2.82325 -0.6071
O -1.40713 -0.50765 0.74729 -0.7276
H 1.42516 4.15005 2.99486 0.2568
H 0.41940 3.58740 0.73205 0.2485
H -0.05037 0.42396 4.43917 0.2716
C -3.42687 -2.31411 -0.57979 -0.4152
N -2.16605 -2.67215 -1.22379 -0.3188
C -1.57093 -3.90217 -1.12149 -0.0470
C -0.43994 -3.86411 -1.86563 -0.0681
N -0.36012 -2.60570 -2.40571 -0.3327
C 0.67856 -2.15263 -3.32374 -0.4091
C -1.40088 -1.86634 -1.97726 0.2585
Se -1.73379 -0.07648 -2.45634 0.0806
H -4.08073 -3.18253 -0.61503 0.2034
H -3.86965 -1.48572 -1.12619 0.2477
H -3.23498 -2.00827 0.44390 0.2616
H -1.99936 -4.69102 -0.53050 0.2366
H 0.30473 -4.61492 -2.05701 0.2345
H 1.55757 -2.77387 -3.17749 0.2183
H 0.92303 -1.11770 -3.10404 0.2582
H 0.32779 -2.23234 -4.35142 0.2150
O -0.72489 2.56846 -1.68266 -0.9349
S -2.01491 3.36533 -1.22787 2.5510
O -2.80558 2.22030 -0.64156 -1.0186
O -1.58637 4.27108 -0.19440 -1.0058
O -2.63800 3.96578 -2.37097 -0.9651
Br 5.25661 -1.13894 -1.40056 0.0350
C 3.48353 -0.53210 -1.08730 -0.0957
C 2.62987 -1.30539 -0.32521 -0.2537
C 1.32208 -0.88136 -0.12139 -0.2311
C 0.89121 0.31717 -0.67632 -0.0438
C 1.76676 1.10593 -1.41355 -0.2654
C 3.07052 0.67236 -1.62686 -0.2372
H 2.97682 -2.23174 0.11410 0.2259
H 0.65686 -1.49184 0.47439 0.2328
H 1.42868 2.04228 -1.83674 0.2652
H 3.75655 1.27485 -2.20664 0.2293
```

Output
Net charge   -1
Gap between HOMO and LUMO   6.20 eV
Energy above the lowest of the compared OMol25 structures with the same formula, charge and spin   39.2 kJ/mol

Density functional theory data (ωB97M-V with the def2-TZVPD basis set) for a molecular structure, C35H70Br2CaCl3CsN9O14P2 at a distorted geometry.

XYZ file:
```
137
Properties=species:S:1:pos:R:3:lowdin_charge:R:1
C -0.10998 1.33151 -2.06937 0.0078
C 1.16053 1.44374 -1.45944 -0.1275
C 1.48947 1.89561 0.02951 -0.2450
N 1.28727 3.35572 0.43389 -0.0170
P 2.43349 4.11439 -0.64782 0.6944
N 3.75945 3.24683 -0.94856 -0.1679
O 1.80770 4.47400 -2.23122 -0.2105
O 3.07754 5.55917 0.11527 -0.7877
C -0.15900 3.52872 0.39620 -0.2000
N -0.96694 4.54029 0.03427 -0.3298
Br -2.86125 4.36692 0.00887 1.0642
C -0.41289 5.85306 -0.38187 -0.2140
C -1.30032 7.14635 -0.07512 -0.4298
C -1.76946 7.26574 1.48425 -0.2157
O -2.36013 7.41469 -1.02036 -0.0938
N -0.64836 2.21004 0.90873 0.0003
C -1.50716 2.21482 2.13812 -0.1486
C -2.90268 1.47322 1.71315 -0.1937
C -4.10523 1.73685 2.74458 -0.1397
C -5.11296 2.90670 2.32258 -0.1659
N -5.95616 2.60751 1.14233 -0.1169
C -5.62283 2.37786 -0.24397 -0.1578
C -6.76913 2.13090 -1.24877 -0.3055
C -7.98399 2.21215 -0.24458 -0.0708
C -7.41647 2.52409 1.17794 -0.0405
C 0.47972 1.26848 1.16425 -0.3923
O 1.32471 1.48001 2.33869 -0.0181
C 0.01349 -0.23137 0.84955 -0.0391
C 1.23901 -1.23606 0.62857 -0.3215
C 1.78398 -1.73305 -0.80469 -0.0621
N 1.85777 -1.72669 1.69535 0.1136
H -0.23849 0.72657 -3.03123 0.0756
H -1.04918 1.86583 -1.67450 0.0735
H 2.06424 1.14307 -2.11281 0.1177
H 2.47278 1.40075 0.37307 0.1519
H 3.85499 3.09701 -1.96338 -0.0130
H 1.84302 5.46425 -2.26129 0.0415
H 3.50644 5.27437 0.99375 0.0278
H 0.54373 6.01511 0.25098 0.0272
H -0.21476 5.84527 -1.50668 0.1070
H -0.56447 8.04237 -0.19821 0.1057
H -1.09612 6.51199 2.04862 0.0661
H -1.57535 8.32007 1.88826 0.0794
H -2.89192 6.92959 1.55258 -0.2788
H -1.93353 7.58779 -1.89396 0.0846
H -1.76121 3.31174 2.41044 0.1260
H -1.12555 1.62666 3.03130 0.1421
H -3.15170 1.66935 0.61856 0.0481
H -2.65691 0.34249 1.79190 0.1107
H -4.71953 0.76170 2.84558 0.1186
H -3.63631 1.90222 3.78931 0.1233
H -5.83880 3.04181 3.21262 0.1339
H -4.53729 3.89973 2.25256 0.0637
H -4.57740 2.39103 -0.69367 0.0172
H -6.74167 1.94238 -2.40596 -0.2010
H -9.06986 2.05461 -0.54824 0.0722
H -8.08756 2.64469 2.08548 0.1122
H 1.97812 0.73220 2.39464 0.1090
H -0.54654 -0.60528 1.79276 0.1396
H -0.75801 -0.30633 -0.00036 0.1294
H 1.81946 -2.88920 -0.75194 0.0866
H 2.87859 -1.40914 -0.98567 0.0912
H 1.14821 -1.38348 -1.68420 0.0599
H 2.63934 -2.34781 1.38769 0.0251
Cl -6.59365 0.34369 -2.80650 -0.3675
O 4.92899 -5.78529 4.27320 0.0330
C 3.90348 -5.42474 3.56505 -0.2732
C 4.43693 -4.82361 2.12522 -0.2806
O 3.41500 -4.44837 1.41674 -0.0223
H 3.25107 -4.63983 3.98306 0.1367
H 3.17314 -6.20560 3.29718 0.1205
H 5.07962 -5.61092 1.69899 0.1199
H 5.17963 -4.05009 2.38274 0.1318
O 3.88167 -7.80482 1.04420 -0.3036
P 2.67901 -8.51952 0.39629 0.7707
N 3.15282 -10.07801 0.91216 -0.3554
C 4.35332 -10.75818 0.46583 -0.1220
C 2.93572 -10.31717 2.34102 -0.1202
N 3.10272 -8.10172 -1.20846 -0.3116
C 3.54086 -8.99165 -2.26311 -0.1367
C 3.79491 -6.82062 -1.37726 -0.1423
N 1.23515 -9.29564 -0.32505 -0.2965
C 0.01459 -8.75320 0.28873 -0.1472
C 1.03889 -10.71974 -0.56669 -0.1361
H 4.29281 -11.82374 0.71225 0.0839
H 5.26367 -10.33860 0.90927 0.0875
H 4.45243 -10.73723 -0.61855 0.0518
H 1.86420 -10.45767 2.53072 0.0731
H 3.27788 -9.47433 2.95049 0.0699
H 3.44046 -11.21481 2.70247 0.0817
H 4.58802 -9.28307 -2.14398 0.0775
H 3.44456 -8.50656 -3.24273 0.0822
H 2.92892 -9.88891 -2.35161 0.0636
H 4.86213 -6.91520 -1.15440 0.0801
H 3.36907 -6.05543 -0.72048 0.0568
H 3.69107 -6.44080 -2.39903 0.0794
H -0.11530 -9.13099 1.30848 0.0741
H -0.87558 -9.00296 -0.29666 0.0810
H 0.06845 -7.66038 0.33876 0.0800
H 0.83282 -11.27906 0.35330 0.0810
H 1.88844 -11.18867 -1.06334 0.0635
H 0.18554 -10.86572 -1.23867 0.0919
C -5.63897 3.56278 6.54276 -0.1547
O -4.59293 3.77989 5.60785 -0.1416
H -6.26913 2.74887 6.18268 0.0839
H -5.21567 3.28984 7.51322 0.0707
H -6.24057 4.47044 6.63990 0.0748
H -4.05088 4.50285 5.94815 0.0770
C 0.16344 3.54017 -6.42520 -0.0090
C -0.48913 4.26452 -5.26280 -0.3305
C -1.63474 5.14631 -5.66732 -0.0994
O -1.60788 6.16957 -4.68028 0.0780
C -0.32298 6.24975 -4.23285 -0.5352
O 0.09937 7.13658 -3.54562 0.1337
O 0.41638 5.19203 -4.66788 0.0726
H 0.93531 4.15311 -6.89708 0.0971
H 0.65689 2.63193 -6.06879 0.0834
H -0.56986 3.24212 -7.17843 0.0888
H -0.79466 3.54784 -4.49275 0.1524
H -2.58903 4.61533 -5.64038 0.1388
H -1.51031 5.60413 -6.65336 0.1452
Cs -5.06537 1.49309 -4.19242 0.8239
Ca 2.61427 7.48453 0.68292 0.8219
Cl 5.62907 4.71257 -4.21309 0.5320
C 6.62087 5.99320 -3.46947 -0.6612
C 6.70334 5.85147 -1.96252 -0.6250
Cl 5.14174 6.18223 -1.16900 0.5388
H 6.20061 6.95809 -3.75940 0.0691
H 7.61918 5.91233 -3.90453 0.0695
H 7.42143 6.56988 -1.56131 0.0725
H 7.02533 4.84989 -1.67018 0.0740
Br -4.55013 7.19834 2.31360 -0.2530
C -6.19109 -1.59978 3.68330 -0.8860
O -6.73184 -0.53589 4.10024 -0.1123
O -6.42036 -1.78546 2.35195 0.0057
O -5.51155 -2.45965 4.27644 -0.0733
H -6.93952 -0.95924 2.29365 0.0777
```

Output
Net charge   -1
Gap between HOMO and LUMO   1.73 eV

Density functional theory data (ωB97M-V with the def2-TZVPD basis set) for a single C3H5NOS molecule at a distorted geometry.

XYZ file:
```
11
Properties=species:S:1:pos:R:3:nbo_charge:R:1
C -0.79037 -1.08476 -0.96197 -0.7092
C -0.88015 -0.71823 0.48911 0.2222
C 1.54472 1.66118 0.51974 -0.1080
H -1.01229 -0.24431 -1.60286 0.2456
H -1.56908 -1.82256 -1.23220 0.2434
H 0.19249 -1.50265 -1.15120 0.2444
H 1.52305 1.85973 1.60376 0.1948
H 2.17098 2.16414 -0.18510 0.2000
N 0.77446 0.79066 -0.01255 -0.1282
O -0.05712 0.26547 0.96393 -0.3756
S -1.89669 -1.36868 1.56935 -0.0295
```

Output
Structure (SMILES)   C=NOC(C)=S
Gap between HOMO and LUMO   9.04 eV
Energy above the lowest of the compared OMol25 structures with the same formula, charge and spin   268.6 kJ/mol

Density functional theory data (ωB97M-V with the def2-TZVPD basis set) for 2 unconnected molecules or ions with the total composition C5H10N3S at a distorted geometry.

XYZ file:
```
19
Properties=species:S:1:pos:R:3:nbo_charge:R:1
C 1.84490 1.19102 -1.53112 -0.0571
C 0.66689 -0.40314 1.03729 0.3419
C 0.79341 1.88002 -0.94369 0.0321
C -2.05017 -0.94075 -0.50014 -0.6267
C -1.44879 0.17990 0.35912 -0.2475
N 2.92065 0.84791 -0.97817 -0.4655
N -0.05681 0.28127 0.26449 -0.4504
N 0.39601 -1.29681 2.04648 -0.8011
S -0.07204 3.10424 -0.64746 0.5278
H 1.45767 1.14887 -2.61826 0.2328
H 1.74131 -0.23563 0.93318 0.2106
H -2.16477 -0.56136 -1.54857 0.2134
H -1.55181 -1.84658 -0.58705 0.2225
H -3.13697 -1.11754 -0.20473 0.2368
H -1.90311 1.15400 0.23535 0.2182
H -1.68675 -0.21374 1.46009 0.1874
H 3.56408 0.42098 -1.66241 0.3813
H 1.13580 -1.86776 2.61961 0.4390
H -0.44949 -1.72490 2.26600 0.4046
```

Output
Net charge   +1
Gap between HOMO and LUMO   8.12 eV
Energy above the lowest of the compared OMol25 structures with the same formula, charge and spin   323.7 kJ/mol

| no. | highest occupied orbital energy (eV) |
| --- | --- |
| 1 | -10.3833 |
| 2 | -8.5960 |
| 3 | -5.4780 |
| 4 | -3.9323 |
| 5 | -8.7391 |
| 6 | -13.6890 |